# 1
This record from the Open Molecules 2025 dataset describes a 11-piece molecular cluster, C6H34O11 overall at a distorted geometry. The level of theory is ωB97M-V/def2-TZVPD.

Computed properties:
- Net charge: -1
- Energy above the lowest of the compared OMol25 structures with the same formula, charge and spin: 298.7 kJ/mol
- Multiplicity: 2
- HOMO-LUMO gap (spin up / spin down): 1.9934 / 9.1588 eV
- Expectation value of S²: 0.750
- LUMO (spin up / spin down): 2.117 / 2.069 eV

Geometry (Å):
C 5.70 7.78 18.07
O 4.89 8.93 18.14
H 6.40 7.91 17.24
H 6.32 7.65 18.96
H 5.17 6.84 17.92
H 5.46 9.64 17.84
C 2.58 10.34 15.51
O 1.63 11.37 15.73
H 2.17 9.38 15.86
H 2.91 10.33 14.47
H 3.49 10.49 16.09
H 1.58 11.98 14.99
C 3.50 12.68 18.51
O 3.94 12.19 19.75
H 3.77 12.04 17.66
H 2.43 12.91 18.50
H 3.87 13.69 18.37
H 3.78 11.24 19.68
C 7.84 5.32 17.34
O 6.84 4.49 17.79
H 8.18 5.95 18.17
H 8.62 4.64 17.01
H 7.51 6.01 16.56
H 7.31 3.76 18.21
C 9.38 8.02 19.70
O 10.24 7.35 18.84
H 9.77 7.94 20.71
H 9.29 9.09 19.51
H 8.41 7.57 19.87
H 11.11 7.23 19.24
C 1.26 6.42 16.98
O 2.15 5.88 17.98
H 1.75 7.17 16.35
H 0.86 5.63 16.35
H 0.35 6.90 17.36
H 2.87 5.34 17.66
O 6.31 11.42 17.46
H 5.81 12.20 17.24
H 7.11 11.74 17.86
O 2.86 7.84 19.49
H 2.72 7.07 18.94
H 3.56 8.33 19.04
O 5.93 10.35 14.51
H 5.50 10.99 13.94
H 5.97 10.79 15.37
O 4.27 4.44 17.20
H 5.22 4.56 17.25
H 4.12 3.55 17.53
O 7.37 7.96 14.83
H 8.22 8.07 15.27
H 6.92 8.80 14.97



# 2
This record from the Open Molecules 2025 dataset describes a 13-piece molecular cluster, C6H35N2O12 overall at a distorted geometry. The level of theory is ωB97M-V/def2-TZVPD.

Computed properties:
- Net charge: +2
- Multiplicity: 2
- HOMO-LUMO gap (spin up / spin down): 10.4674 / 6.4536 eV
- Expectation value of S²: 0.762
- LUMO (spin up / spin down): -5.983 / -9.996 eV

Geometry (Å):
C 1.97 1.52 0.62
C 0.83 0.83 -0.14
C -0.42 1.67 -0.34
C -1.59 1.75 0.40
N -2.35 2.81 0.00
C -1.68 3.49 -0.96
C -0.49 2.74 -1.25
N 2.08 0.88 1.99
H 1.67 2.57 0.70
H 2.99 1.49 0.32
H 1.13 0.59 -1.21
H 0.49 -0.18 0.17
H -2.00 1.11 1.20
H -3.24 3.06 0.41
H -2.13 4.34 -1.48
H 0.19 2.83 -2.05
H 1.25 0.81 2.59
H 2.27 -0.11 1.79
H 2.78 1.29 2.63
H -2.09 2.50 -3.69
H -2.21 1.40 -2.51
O -2.66 1.96 -3.14
H 2.00 -1.89 -3.08
H 3.32 -0.99 -3.04
O 2.94 -1.86 -2.86
H -2.93 -2.11 -3.23
H -3.39 -0.83 -3.89
O -2.58 -1.31 -3.65
H -0.09 2.87 3.91
H -0.09 2.88 2.39
O 0.43 2.59 3.15
H -0.20 -2.86 -3.78
H -0.66 -1.41 -3.78
O 0.13 -1.96 -3.70
H 1.48 -2.48 1.76
H 2.71 -2.37 2.81
O 2.10 -1.88 2.25
H -0.14 -3.93 1.12
H -0.25 -2.67 0.18
O -0.13 -2.97 1.11
H -0.03 -1.14 4.35
H 0.83 -1.31 3.12
O 0.15 -0.69 3.51
H 1.03 -1.58 -1.01
H 2.35 -2.16 -1.10
O 1.72 -1.87 -0.40
H 3.32 -0.50 -0.21
H 2.94 -0.89 1.20
O 3.54 -0.29 0.70
H -2.37 -1.45 -0.18
H -2.22 -2.52 0.75
O -2.23 -2.41 -0.21
H -3.19 -0.46 2.98
H -1.81 -0.97 2.69
O -2.54 -0.50 2.27



# 3
This record from the Open Molecules 2025 dataset describes a 11-piece molecular cluster, C6H35NO10S overall at a distorted geometry. The level of theory is ωB97M-V/def2-TZVPD.

Computed properties:
- SMILES: CCCCNCCS.O.O.O.O.O.O.O.O.O.O
- Energy above the lowest of the compared OMol25 structures with the same formula, charge and spin: 225.6 kJ/mol
- Multiplicity: 1
- HOMO-LUMO gap: 9.2081 eV
- LUMO: 0.178 eV

Geometry (Å):
C 3.94 0.24 -1.51
C 2.77 -0.65 -1.06
C 1.72 0.19 -0.26
C 1.67 0.28 1.31
N 0.61 -0.57 1.87
C -0.01 -0.21 3.21
C -0.50 1.24 3.15
S -2.37 1.40 3.34
H 4.61 -0.36 -2.22
H 3.59 1.02 -2.17
H 4.48 0.74 -0.71
H 2.28 -1.11 -1.88
H 3.17 -1.40 -0.37
H 1.79 1.29 -0.50
H 0.73 0.03 -0.77
H 1.66 1.37 1.51
H 2.63 -0.19 1.67
H -0.07 -0.60 1.12
H -0.78 -0.98 3.39
H 0.84 -0.25 3.87
H -0.04 1.79 4.04
H -0.26 1.78 2.22
H -2.62 1.03 2.11
O 0.41 -3.60 0.03
H 1.09 -3.22 0.66
H 0.37 -4.54 0.29
O 0.17 2.53 -4.10
H 0.40 2.08 -3.30
H -0.72 2.36 -4.37
O 0.38 4.39 -1.99
H 0.33 3.91 -2.80
H 1.38 4.15 -1.83
O -1.44 1.11 -1.53
H -1.08 1.91 -1.04
H -2.07 0.70 -0.99
O -0.03 -3.81 -2.57
H 0.42 -3.59 -1.76
H -0.93 -4.11 -2.49
O -0.59 2.98 0.21
H -1.28 3.24 0.83
H -0.57 3.59 -0.53
O -2.08 -2.62 0.50
H -2.40 -3.26 -0.21
H -1.13 -2.92 0.49
O -3.23 -0.11 0.09
H -4.18 -0.10 0.26
H -2.96 -0.98 0.18
O -0.31 -0.34 -3.66
H -0.23 -1.21 -3.20
H -0.82 0.15 -3.02
O 2.19 -3.19 1.95
H 3.12 -3.38 2.01
H 1.96 -2.25 1.95



# 4
This record from the Open Molecules 2025 dataset describes a 12-piece molecular cluster, C6H35NO12 overall at a distorted geometry. The level of theory is ωB97M-V/def2-TZVPD.

Computed properties:
- SMILES: CCC[C@H](C=O)NC.O.O.O.O.O.O.O.O.O.O.O
- Energy above the lowest of the compared OMol25 structures with the same formula, charge and spin: 430.3 kJ/mol
- Multiplicity: 1
- HOMO-LUMO gap: 9.5644 eV
- LUMO: 0.037 eV

Geometry (Å):
C 0.18 -1.51 -1.27
C -0.29 -0.30 -0.49
C 0.81 0.73 -0.48
C 0.28 2.13 0.00
C 1.20 3.13 -0.65
O 0.99 3.55 -1.77
N 0.35 2.27 1.43
C -0.62 3.29 1.98
H -0.24 -2.53 -1.07
H 1.24 -1.86 -1.30
H -0.08 -1.57 -2.37
H -0.48 -0.69 0.54
H -1.20 0.12 -0.89
H 1.24 0.86 -1.47
H 1.77 0.40 -0.04
H -0.75 2.18 -0.37
H 2.08 3.51 -0.10
H 0.14 1.38 1.87
H -0.06 4.25 2.01
H -0.81 2.93 3.02
H -1.57 3.39 1.44
O 3.01 -1.83 -3.35
H 2.45 -1.03 -3.38
H 2.36 -2.49 -3.07
O -0.56 0.05 -4.08
H -0.30 0.99 -4.19
H -1.49 0.29 -3.90
O 2.83 -3.01 0.59
H 3.74 -3.20 0.39
H 2.42 -2.37 -0.01
O -3.22 1.63 0.25
H -3.59 2.45 0.64
H -3.49 1.01 0.93
O 1.57 -2.69 3.39
H 2.18 -2.96 2.69
H 1.92 -1.79 3.58
O -2.86 1.29 -2.46
H -3.79 1.53 -2.46
H -2.77 1.26 -1.46
O 4.16 -0.81 -1.16
H 3.97 -1.31 -2.00
H 3.96 0.11 -1.32
O -3.52 -0.59 1.89
H -2.79 -0.33 2.52
H -3.73 -1.43 2.30
O -3.37 -1.98 -1.09
H -3.13 -1.55 -0.28
H -3.07 -1.46 -1.83
O -1.39 -1.67 3.43
H -0.90 -0.85 3.58
H -0.69 -2.21 3.04
O 1.81 -0.15 2.65
H 2.65 0.13 2.23
H 1.45 -0.69 1.93



# 5
This record from the Open Molecules 2025 dataset describes a 12-piece molecular cluster, C6H35NO12 overall at a distorted geometry. The level of theory is ωB97M-V/def2-TZVPD.

Computed properties:
- SMILES: CCN(CC)C(C)=O.O.O.O.O.O.O.O.O.O.O.O
- Energy above the lowest of the compared OMol25 structures with the same formula, charge and spin: 722.0 kJ/mol
- Multiplicity: 1
- HOMO-LUMO gap: 9.6967 eV
- LUMO: 0.100 eV

Geometry (Å):
C -1.94 0.71 0.47
C -1.60 -0.64 -0.17
N -0.13 -0.78 -0.25
C 0.45 -1.49 0.93
C 1.64 -0.72 1.68
C 0.75 -0.59 -1.30
C 0.25 -0.18 -2.60
O 1.97 -0.57 -1.05
H -1.80 1.53 -0.23
H -2.89 0.66 0.88
H -1.24 1.09 1.26
H -1.86 -0.65 -1.20
H -1.92 -1.63 0.20
H -0.47 -1.62 1.55
H 0.81 -2.47 0.48
H 1.27 -0.18 2.57
H 2.47 -1.35 1.90
H 2.01 0.09 1.15
H -0.37 -0.97 -3.04
H 0.94 -0.21 -3.50
H -0.11 0.91 -2.62
O -0.38 2.51 -3.94
H -0.23 3.46 -4.16
H 0.34 2.44 -3.50
O 4.40 1.72 -0.90
H 3.74 1.19 -1.32
H 4.67 2.11 -1.76
O 0.34 -3.90 -0.69
H 0.87 -4.49 -1.19
H 0.87 -2.97 -0.80
O 2.11 2.91 -2.35
H 2.70 3.58 -2.42
H 1.67 2.94 -1.53
O -1.41 -2.92 3.60
H -1.74 -3.64 3.12
H -0.64 -2.74 3.25
O -0.72 3.36 2.27
H -0.75 3.90 3.04
H -1.30 2.47 2.50
O 3.68 -1.19 -3.45
H 2.96 -1.38 -2.67
H 3.90 -0.28 -3.24
O -5.12 0.36 1.82
H -4.67 0.92 1.12
H -4.42 -0.13 2.25
O 0.73 4.31 -0.05
H -0.08 4.04 0.35
H 1.40 4.33 0.67
O -1.04 -3.98 1.13
H -1.54 -4.39 0.49
H -0.22 -4.31 0.92
O -2.74 -0.10 3.25
H -3.30 -0.24 3.98
H -2.30 -0.84 3.07



# 6
This record from the Open Molecules 2025 dataset describes a 11-piece molecular cluster, C6H36N2O10 overall at a distorted geometry. The level of theory is ωB97M-V/def2-TZVPD.

Computed properties:
- SMILES: CN[C@H](C)CN(C)C.O.O.O.O.O.O.O.O.O.O
- Energy above the lowest of the compared OMol25 structures with the same formula, charge and spin: 667.7 kJ/mol
- Multiplicity: 1
- HOMO-LUMO gap: 9.1277 eV
- LUMO: 0.283 eV

Geometry (Å):
C 0.01 -2.96 1.96
N 0.03 -2.18 0.74
C -0.91 -2.57 -0.39
C -0.76 -4.00 -1.07
C -0.72 -1.57 -1.59
N -1.48 -0.34 -1.30
C -0.55 0.76 -1.59
C -2.70 -0.32 -2.06
H 1.06 -3.38 2.33
H -0.53 -4.07 1.97
H -0.46 -2.23 2.64
H 0.93 -1.91 0.49
H -1.85 -2.52 0.08
H -0.77 -4.93 -0.38
H -1.68 -4.15 -1.75
H 0.24 -3.86 -1.52
H 0.33 -1.37 -1.61
H -1.06 -2.10 -2.61
H 0.54 0.59 -1.15
H -0.47 0.87 -2.71
H -0.81 1.70 -1.11
H -3.11 0.80 -1.98
H -2.51 -0.54 -3.19
H -3.57 -0.88 -1.66
O 2.37 0.11 0.27
H 2.38 0.08 1.30
H 1.85 0.90 0.16
O 0.30 0.68 1.55
H -0.27 -0.07 1.70
H 0.90 0.78 2.30
O -0.97 3.03 1.00
H -0.64 2.22 1.41
H -1.75 3.10 1.20
O 3.03 2.14 -1.57
H 3.71 1.77 -2.23
H 2.58 1.26 -1.54
O 3.23 3.47 0.76
H 2.63 4.18 0.63
H 3.36 3.17 -0.13
O -2.85 -1.41 1.70
H -1.90 -1.07 1.70
H -2.71 -2.29 1.32
O 1.90 2.12 3.23
H 0.95 2.33 3.09
H 2.23 2.52 2.45
O -0.15 3.66 -2.04
H 0.02 3.88 -1.03
H 0.42 4.16 -2.55
O -1.90 1.06 2.97
H -2.38 0.71 3.71
H -2.33 0.66 2.14
O 2.51 -0.60 -2.32
H 1.65 -0.20 -2.22
H 2.63 -1.22 -1.51



# 7
This record from the Open Molecules 2025 dataset describes a 11-piece molecular cluster, C6H36N2O10 overall at a distorted geometry. The level of theory is ωB97M-V/def2-TZVPD.

Computed properties:
- SMILES: CCNCCN(C)C.O.O.O.O.O.O.O.O.O.O
- Energy above the lowest of the compared OMol25 structures with the same formula, charge and spin: 224.1 kJ/mol
- Multiplicity: 1
- HOMO-LUMO gap: 9.1206 eV
- LUMO: 0.280 eV

Geometry (Å):
C -2.90 -0.90 -1.21
C -2.71 0.58 -0.98
N -1.51 0.77 -0.16
C -0.22 0.96 -0.82
C 0.69 1.77 0.10
N 2.06 1.29 -0.06
C 3.07 2.23 0.42
C 2.24 -0.09 0.42
H -2.02 -1.42 -1.56
H -3.77 -1.15 -1.83
H -3.35 -1.44 -0.39
H -2.65 1.19 -1.88
H -3.55 1.00 -0.44
H -1.54 1.42 0.61
H -0.40 1.58 -1.71
H 0.17 0.02 -1.20
H 0.65 2.82 -0.16
H 0.36 1.58 1.13
H 2.95 2.34 1.52
H 2.86 3.26 0.12
H 4.07 1.87 0.21
H 3.25 -0.21 0.80
H 2.02 -0.74 -0.42
H 1.66 -0.40 1.29
O -1.12 -1.21 2.11
H -1.29 -0.58 1.39
H -1.59 -2.00 1.81
O -2.81 3.24 1.26
H -2.64 4.19 1.24
H -2.92 3.08 2.21
O 3.09 0.52 -2.52
H 3.44 1.28 -2.99
H 2.72 0.82 -1.65
O 1.17 -2.25 3.04
H 0.32 -1.79 2.86
H 1.41 -2.58 2.17
O 1.76 -1.91 -2.96
H 2.10 -1.01 -2.79
H 2.56 -2.42 -3.08
O -0.80 1.33 -4.02
H -1.16 0.44 -4.03
H 0.13 1.24 -3.79
O -3.08 0.62 2.99
H -2.44 -0.13 2.95
H -3.27 0.71 2.04
O -1.89 -3.73 0.71
H -1.73 -3.56 -0.22
H -1.26 -4.37 1.04
O -0.29 -3.04 -1.34
H 0.00 -3.73 -1.95
H 0.02 -2.33 -1.94
O 2.52 0.46 3.67
H 2.85 0.84 4.48
H 2.78 -0.46 3.52



# 8
This record from the Open Molecules 2025 dataset describes a 12-piece molecular cluster, C6H36NO11 overall at a distorted geometry. The level of theory is ωB97M-V/def2-TZVPD.

Computed properties:
- Net charge: +1
- Energy above the lowest of the compared OMol25 structures with the same formula, charge and spin: 226.8 kJ/mol
- Multiplicity: 1
- HOMO-LUMO gap: 9.3776 eV
- LUMO: -2.419 eV

Geometry (Å):
C 0.68 1.23 -1.47
C 0.57 0.51 -0.09
C 1.89 0.70 0.68
C 1.24 0.18 3.02
C 1.75 1.03 2.14
C 2.12 2.43 2.54
N -0.42 0.72 -2.34
H 1.66 1.07 -1.88
H 0.53 2.27 -1.19
H -0.29 0.99 0.35
H 0.47 -0.57 -0.26
H 2.50 -0.19 0.56
H 2.53 1.41 0.16
H 0.91 -0.79 2.66
H 1.13 0.32 4.09
H 2.31 2.46 3.62
H 3.04 2.84 2.12
H 1.41 3.22 2.30
H -0.82 1.49 -2.87
H 0.02 0.12 -3.03
H -1.15 0.30 -1.78
H -1.57 -2.63 0.32
H -0.77 -1.89 -0.66
O -1.27 -2.71 -0.61
H -0.78 -3.18 3.35
H -0.40 -3.40 1.90
O -0.49 -2.71 2.56
H 2.31 -0.03 -4.11
H 2.24 1.49 -4.35
O 1.70 0.71 -4.15
H -0.40 4.99 -0.61
H 1.12 4.72 -0.99
O 0.37 4.44 -0.47
H -3.74 -1.89 1.78
H -2.30 -1.81 2.51
O -2.79 -1.70 1.67
H -1.09 -2.10 -3.54
H -2.49 -2.06 -3.86
O -1.69 -1.55 -4.08
H -3.78 1.61 1.87
H -3.38 0.17 1.48
O -3.21 1.11 1.27
H -3.09 2.34 -1.03
H -3.33 0.89 -0.96
O -2.85 1.53 -1.49
H 3.13 -1.92 -2.13
H 2.11 -2.12 -3.30
O 2.74 -1.52 -2.91
H 1.22 -3.56 -0.31
H 2.77 -3.59 -0.35
O 2.00 -3.07 -0.61
H -0.84 -1.20 4.25
H -1.72 -0.08 4.03
O -1.80 -1.03 4.19



# 9
This record from the Open Molecules 2025 dataset describes a 11-piece molecular cluster, C6H37N2O10 overall at a distorted geometry. The level of theory is ωB97M-V/def2-TZVPD.

Computed properties:
- Energy above the lowest of the compared OMol25 structures with the same formula, charge and spin: 120.4 kJ/mol
- Multiplicity: 2
- HOMO-LUMO gap (spin up / spin down): 2.4221 / 8.2843 eV
- Expectation value of S²: 0.751
- LUMO (spin up / spin down): -0.079 / -0.173 eV

Geometry (Å):
C -0.80 0.33 0.30
N -1.56 1.02 1.30
C -1.46 2.50 1.49
C -0.36 3.14 0.69
C 0.67 -0.18 0.65
N 0.84 -1.63 0.82
C 2.22 -1.92 1.43
C 2.92 -3.07 0.80
H -0.54 0.97 -0.54
H -1.35 -0.56 -0.01
H -1.57 0.56 2.21
H -1.49 2.75 2.55
H -2.46 2.76 1.11
H 0.61 2.76 1.05
H -0.42 4.24 0.72
H -0.61 2.83 -0.33
H 0.89 0.26 1.63
H 1.35 0.35 0.00
H 0.98 -2.12 -0.07
H 0.02 -2.02 1.31
H 2.74 -0.96 1.35
H 2.09 -1.95 2.52
H 2.22 -3.92 0.64
H 3.52 -3.58 1.55
H 3.24 -2.89 -0.23
H -1.56 -0.50 -4.22
H -1.38 0.84 -4.25
O -0.90 0.10 -3.83
H 0.67 0.51 -4.52
H 1.92 0.24 -3.89
O 1.59 0.82 -4.59
H -2.18 -2.22 3.53
H -1.05 -1.30 3.21
O -1.21 -2.21 3.51
H 4.04 0.73 -1.31
H 3.51 1.26 -0.05
O 3.53 0.42 -0.54
H -3.61 -0.85 -1.83
H -4.89 -0.24 -1.51
O -4.23 -0.23 -2.22
H 1.94 3.12 2.54
H 1.73 1.70 3.10
O 2.09 2.19 2.34
H -4.77 1.27 0.47
H -3.59 0.19 0.81
O -4.45 0.38 0.42
H -1.83 -3.73 1.93
H -2.39 -3.30 0.55
O -1.79 -3.04 1.26
H 0.89 -3.17 -2.43
H 0.59 -1.76 -3.04
O 0.51 -2.30 -2.25
H 1.29 3.93 -2.68
H 1.92 4.04 -1.34
O 1.93 3.47 -2.12